21
Properties=species:S:1:pos:R:3:forces:R:3 method="wB97M-V/def2-TZVPD" de_lowest_kcal_mol=37.3 homo_ev=-8.53 gap_ev=9.357 lumo_energy_ev=0.8
C 0.88007 1.26142 0.41374 1.602 0.227 0.624
C -0.13376 1.17212 1.55464 -0.049 0.010 -0.256
C -0.78898 -1.21256 -0.33936 0.150 -0.303 0.367
C -1.41719 -0.81441 0.99982 0.003 -0.108 -0.362
C 1.07588 -0.74193 -1.82769 0.095 -0.016 0.237
N 0.54257 -0.65159 -0.48070 0.747 -0.817 0.771
N -1.43504 0.61323 1.24821 0.027 0.168 -0.050
O 0.41053 2.01070 -0.61730 -0.104 0.228 -0.019
O 2.08319 1.03512 0.58243 -0.989 0.861 -0.177
H 1.14802 2.19789 -1.21519 0.057 -0.103 0.132
H 1.28719 -0.92191 0.22610 -1.644 -0.076 -1.149
H -1.83542 1.10611 0.45573 -0.054 -0.028 0.098
H 0.32246 0.59260 2.35863 0.040 0.043 -0.075
H -0.27704 2.19609 1.91799 0.130 -0.065 -0.026
H -1.40416 -0.79940 -1.14705 0.102 0.000 -0.007
H -0.79310 -2.30840 -0.45408 -0.103 0.035 -0.012
H -0.87310 -1.29281 1.81860 -0.060 -0.017 0.041
H -2.44865 -1.17536 1.02467 0.077 -0.118 0.033
H 0.45343 -0.14285 -2.49594 0.017 -0.050 -0.055
H 1.11113 -1.77586 -2.19362 -0.037 0.067 -0.075
H 2.09196 -0.34820 -1.82965 -0.008 0.064 -0.041